Entry 1:
A molecular structure, C44H58N2O3OsP2S in a non-equilibrium geometry. Source: the OMol25 dataset; level of theory: ωB97M-V/def2-TZVPD.

ORCA input file:
```
! RIJCOSX wB97M-V def2-TZVPD def2/J DEFGRID3
* xyz 2 1
Os -0.01609 0.36360 0.33518
C -5.01581 -0.26347 -0.07706
C -3.51077 -0.36110 -0.32371
C -3.20658 -0.10813 -1.80307
P -2.38512 0.70177 0.67901
C -2.96152 0.80331 2.42158
C -3.12242 -0.60658 2.99369
C -4.19266 1.67670 2.65498
C -2.49294 2.32112 -0.09556
C -3.67480 2.96631 -0.44223
C -3.68409 4.06589 -1.28998
C -4.96297 4.75197 -1.66996
C -2.46613 4.47668 -1.81273
C -1.27646 3.86507 -1.44498
C -1.28628 2.81399 -0.54370
N -0.06015 2.16343 -0.13244
C 1.12301 2.99723 0.03376
C 1.03649 4.34930 0.28766
C 2.18381 5.08604 0.53876
C 3.44200 4.49845 0.55351
C 4.66820 5.30309 0.86071
C 3.51220 3.13565 0.31511
C 2.36656 2.38489 0.06371
P 2.29277 0.61314 -0.26068
C 3.68893 -0.27146 0.55664
C 5.04785 -0.09646 -0.12877
C 3.76128 0.05273 2.04936
C 2.63438 0.46787 -2.07187
C 2.67703 -0.99671 -2.51061
C 1.61903 1.25329 -2.89671
H -5.52379 -0.97064 -0.73400
H -5.40140 0.72604 -0.31734
H -5.29731 -0.50792 0.94319
H -3.19386 -1.37745 -0.04765
H -3.66290 0.82672 -2.12888
H -3.63130 -0.90184 -2.41762
H -2.13685 -0.04924 -2.00843
H -2.12175 1.29391 2.92716
H -4.00028 -1.10272 2.58176
H -3.26660 -0.54748 4.07227
H -2.25875 -1.24365 2.79439
H -5.08212 1.27913 2.17079
H -4.03275 2.69635 2.31001
H -4.39504 1.71927 3.72514
H -4.61826 2.59961 -0.06278
H -5.77824 4.46987 -1.00665
H -5.25106 4.48973 -2.68884
H -4.85074 5.83457 -1.63300
H -2.44107 5.29638 -2.51846
H -0.34368 4.20646 -1.86964
H 0.07336 4.83245 0.36098
H 2.09136 6.14285 0.75114
H 4.64691 6.26237 0.34600
H 5.57560 4.77608 0.57199
H 4.72517 5.51033 1.93024
H 4.48267 2.66038 0.33283
H 3.39081 -1.32378 0.45419
H 5.34324 0.94675 -0.21735
H 5.07094 -0.53463 -1.12292
H 5.80881 -0.59965 0.46754
H 3.78341 1.12696 2.23744
H 4.67077 -0.37639 2.46936
H 2.92136 -0.37636 2.58866
H 3.62484 0.91272 -2.21448
H 1.71390 -1.47335 -2.34787
H 3.44520 -1.57109 -1.99168
H 2.89646 -1.05388 -3.57685
H 0.60865 0.86914 -2.75371
H 1.86058 1.14858 -3.95490
H 1.62578 2.31621 -2.65858
O -0.15741 -1.34397 -0.83816
S -0.65713 -2.72996 -0.35044
C -1.61394 -3.39273 -1.73980
C -0.93182 -3.42170 -3.06786
C -0.74656 -2.24621 -3.78777
C -0.14305 -2.28032 -5.03357
C 0.28197 -3.48714 -5.57044
C 0.09022 -4.66552 -4.86327
C -0.51796 -4.63342 -3.61768
C 0.85092 -3.75180 -0.43052
C 1.00795 -4.54299 0.82345
C 1.84653 -4.10130 1.84055
C 1.98368 -4.84408 3.00162
C 1.27373 -6.02586 3.15895
C 0.43548 -6.47213 2.14737
C 0.30767 -5.73481 0.98136
H -2.53075 -2.81043 -1.74440
H -1.86737 -4.39772 -1.38753
H -1.09420 -1.30486 -3.38277
H -0.01537 -1.36421 -5.59449
H 0.74595 -3.51144 -6.54590
H 0.40035 -5.61010 -5.28562
H -0.68493 -5.55837 -3.07842
H 1.64908 -3.02719 -0.59085
H 0.77533 -4.37957 -1.31994
H 2.40292 -3.17878 1.71610
H 2.65169 -4.50896 3.78181
H 1.38468 -6.60648 4.06361
H -0.10566 -7.40008 2.26076
H -0.32624 -6.10189 0.18340
O 0.53796 3.02630 3.00899
C 0.57156 1.85939 3.23458
C 0.75470 1.14744 4.57534
C 0.62899 -0.35660 4.27228
C 0.40253 -0.34920 2.79529
O 0.20321 -1.26943 1.96284
N 0.39192 0.86251 2.27917
H -0.01797 1.51097 5.25232
H 1.71468 1.43659 5.00093
H -0.21330 -0.83682 4.77208
H 1.51911 -0.93753 4.51361
*
```

Atom charges from the Mulliken analysis, given in e for atoms 1 to 5: number 1, Os, carries 1.70; number 2, C, carries -1.66; number 3, C, carries 0.99; number 4, C, carries -1.31; number 5, P, carries 0.46

Entry 2:
A molecular structure, C44H58N3O2S2Ti in a non-equilibrium geometry. Source: the OMol25 dataset; level of theory: ωB97M-V/def2-TZVPD.

ORCA input file:
```
! RIJCOSX wB97M-V def2-TZVPD def2/J DEFGRID3
* xyz -1 3
Ti -1.82104 0.22128 -0.29499
C -4.25212 -0.06370 -2.80046
N -3.51978 -0.99202 -1.90642
C -2.75622 -1.94722 -2.71167
C -1.56911 -1.30303 -3.40158
N -0.45451 -1.01683 -2.47959
C 0.24695 -2.25978 -2.17709
C 0.40488 0.00836 -3.02119
C 1.62936 -0.30288 -3.60889
C 2.43902 0.68461 -4.15711
C 2.01088 2.00353 -4.12531
C 0.79669 2.32183 -3.53431
C -0.03153 1.34514 -2.96777
S -1.54318 1.80910 -2.21988
C -4.51436 -1.63412 -1.06334
C -5.08505 -2.85403 -1.40266
C -6.11168 -3.39952 -0.63943
C -6.58165 -2.70021 0.46157
C -6.00247 -1.48695 0.81109
C -4.94811 -0.93606 0.07465
S -4.17517 0.55494 0.55897
H -4.80442 -0.64340 -3.55328
H -3.57396 0.63313 -3.28072
H -4.95483 0.51360 -2.20609
H -3.38679 -2.38606 -3.49703
H -2.42825 -2.75705 -2.05833
H -1.87707 -0.37434 -3.87401
H -1.21677 -1.97658 -4.19396
H 1.14366 -2.05843 -1.59385
H 0.53242 -2.80130 -3.08888
H -0.40018 -2.90977 -1.59036
H 1.97198 -1.32923 -3.63701
H 3.39117 0.41818 -4.60150
H 2.62953 2.78820 -4.54759
H 0.46828 3.35348 -3.47061
H -4.73439 -3.40352 -2.26717
H -6.53912 -4.35708 -0.91454
H -7.39417 -3.10451 1.05597
H -6.34093 -0.94518 1.68641
C 4.44800 -3.48517 1.45274
C 3.72531 -2.45901 2.33749
C 3.60914 -3.01811 3.76448
C 4.56466 -1.18117 2.38836
C 2.33559 -2.19916 1.76291
C 1.97772 -0.99788 1.21308
C 0.68096 -0.83417 0.67393
N 0.17590 0.27328 0.13504
C 0.61046 1.59398 0.26123
C 1.87215 2.12028 0.03771
C 2.10338 3.47707 0.21355
C 1.03085 4.26504 0.63818
C -0.25738 3.77904 0.86548
C -0.48226 2.41571 0.64290
O -1.65485 1.80742 0.79125
C -1.41717 4.68224 1.29447
C -2.50863 4.66333 0.21409
C -2.00242 4.17451 2.62178
C -0.97419 6.13195 1.50014
C 3.48970 4.05102 -0.09298
C 3.81957 3.82955 -1.57600
C 3.57346 5.54979 0.19327
C 4.54558 3.34207 0.76770
C -0.31649 -1.89007 0.77233
O -1.51011 -1.60422 0.34832
C 0.06539 -3.12728 1.33641
C 1.36940 -3.23650 1.78667
C -0.88976 -4.31634 1.55247
C -2.23568 -4.18554 0.82804
C -1.17548 -4.43802 3.05826
C -0.22942 -5.61053 1.05286
H 5.42997 -3.72862 1.87073
H 4.58962 -3.08745 0.44449
H 3.87227 -4.41091 1.37162
H 4.60140 -3.10565 4.21540
H 3.14931 -4.00825 3.77819
H 3.00425 -2.35631 4.38932
H 5.50869 -1.38365 2.90024
H 4.04983 -0.38533 2.93228
H 4.80021 -0.81359 1.38632
H 2.65195 -0.15346 1.18962
H 2.65236 1.46167 -0.33427
H 1.20407 5.32113 0.78551
H -2.84998 3.64865 0.01570
H -2.12845 5.08358 -0.72088
H -3.36713 5.25990 0.54344
H -2.38879 3.16174 2.51447
H -2.82151 4.82777 2.94159
H -1.23500 4.17628 3.40169
H -0.59275 6.57429 0.57568
H -0.20250 6.21379 2.27112
H -1.83494 6.72408 1.82254
H 3.08249 4.33325 -2.20670
H 3.79857 2.76970 -1.83971
H 4.81353 4.22546 -1.81306
H 2.87922 6.11707 -0.43123
H 4.58560 5.90267 -0.02179
H 3.35517 5.77131 1.24161
H 4.52790 2.26102 0.61078
H 4.36178 3.53041 1.82880
H 5.54905 3.70402 0.52032
H 1.66851 -4.18667 2.21428
H -2.80601 -3.32277 1.16168
H -2.82097 -5.08913 1.02095
H -2.10631 -4.08984 -0.25213
H -1.66200 -3.53006 3.42416
H -0.25355 -4.58263 3.62802
H -1.84063 -5.28642 3.25207
H 0.10961 -5.49767 0.02000
H -0.95369 -6.42867 1.08744
H 0.62754 -5.90647 1.66151
*
```

Values from the calculation:
- energy relative to the best compared isomer or geometry (same formula, charge and spin) (kcal/mol) = 15.7
- ⟨S²⟩ = 2.03

Atom charges from the Mulliken analysis, given in e for atoms 1 to 5: number 1, Ti, carries 0.49; number 2, C, carries -1.45; number 3, N, carries 1.31; number 4, C, carries -0.17; number 5, C, carries -1.81

Entry 3:
12 unconnected molecules or ions with the total composition C44H59BN11 in a non-equilibrium geometry. Source: the OMol25 dataset; level of theory: ωB97M-V/def2-TZVPD.

ORCA input file:
```
! RIJCOSX wB97M-V def2-TZVPD def2/J DEFGRID3
* xyz -1 1
B 4.96393 -4.16235 17.08612
H 4.37564 -5.28279 17.47215
H 5.85956 -4.39923 16.25192
H 4.20229 -3.36126 16.40779
H 5.40703 -3.31150 17.95194
N 5.84609 -6.05438 19.78885
C 6.91764 -5.49447 20.52449
C 6.83003 -6.23396 21.94308
C 5.81651 -7.36187 21.79720
C 5.21479 -7.19186 20.36681
H 5.61467 -5.68407 18.97625
H 7.57074 -4.74733 20.12245
H 7.62766 -6.18829 22.81113
H 5.71390 -8.16514 22.56785
H 4.42555 -7.64877 19.81044
N 4.49394 -4.89430 14.31106
C 3.43372 -5.62274 13.96342
C 3.60403 -5.97939 12.48686
C 5.00371 -5.54208 12.06971
C 5.49644 -4.84646 13.31972
H 4.53719 -4.33719 15.26451
H 2.40342 -5.70134 14.64440
H 2.93412 -6.66158 11.93164
H 5.42672 -5.62670 11.21901
H 6.26730 -4.35968 13.50897
N 9.11135 -3.40224 14.53521
C 8.97976 -4.77106 14.86512
C 10.44243 -5.30585 15.00708
C 11.26901 -4.05178 14.55503
C 10.38729 -2.92009 14.26421
H 8.36709 -2.83084 14.39457
H 8.08893 -5.30446 14.99310
H 10.80347 -6.40123 15.24860
H 12.28141 -3.80895 14.74831
H 10.47704 -1.84588 13.92045
N 0.64702 -6.87151 19.11447
C -0.41015 -7.49102 18.41591
C 0.12902 -7.89429 17.04845
C 1.62564 -7.57330 16.99669
C 1.84480 -6.96856 18.32511
H 0.77422 -6.39877 19.92230
H -1.31784 -7.52717 18.81594
H -0.54490 -8.32878 16.22261
H 2.19216 -7.97393 16.07390
H 2.69792 -6.48040 18.66221
N -0.15299 -5.05670 16.34528
C -1.47354 -4.64576 16.34120
C -1.52363 -3.42005 15.35180
C -0.07291 -3.19416 14.97796
C 0.69764 -4.18845 15.70219
H 0.29203 -5.75206 16.86353
H -2.10566 -5.17378 16.94528
H -2.41649 -2.81964 14.93673
H 0.18188 -2.45846 14.33350
H 1.69739 -4.60595 15.57559
N 7.85843 -7.18386 19.01516
C 7.76163 -6.72087 17.67175
C 8.59070 -7.63491 16.94780
C 9.13844 -8.69719 17.87863
C 8.66126 -8.28320 19.23003
H 7.29013 -6.68090 19.70020
H 7.20763 -5.80681 17.42607
H 8.76984 -7.60913 15.94675
H 9.48001 -9.65434 17.58155
H 8.78429 -8.83826 20.12634
N 4.16686 0.58779 13.47038
C 3.25088 1.40179 12.64531
C 2.02764 1.55254 13.47972
C 2.21062 0.54948 14.59354
C 3.56698 0.06164 14.56626
H 5.10190 0.29253 13.21938
H 3.56638 1.71013 11.63172
H 1.28876 2.17119 13.32215
H 1.58638 0.45128 15.31500
H 4.07933 -0.89906 15.22780
N 5.79101 -0.52567 18.84454
C 5.98010 0.61772 18.14163
C 6.37511 1.59990 19.25606
C 6.55968 0.89068 20.46258
C 6.04405 -0.56733 20.25176
H 5.46873 -1.30178 18.52775
H 5.73283 0.75001 17.08127
H 6.47668 2.56062 19.13374
H 6.91176 1.24024 21.38442
H 5.84306 -1.23706 21.06713
N 4.49268 -4.04281 21.68167
C 3.59577 -3.27425 21.00705
C 3.29404 -2.08319 21.93506
C 4.23217 -2.20514 23.19278
C 4.93240 -3.55168 22.92358
H 4.93650 -4.73739 21.42066
H 3.47223 -3.38627 19.86162
H 2.71642 -1.22115 21.83904
H 4.45426 -1.70338 24.06473
H 5.69757 -4.02942 23.49171
N 6.38537 -1.88999 14.77013
C 7.14303 -0.94029 15.43800
C 7.79782 -0.13100 14.48937
C 7.29974 -0.43510 13.04645
C 6.40219 -1.68524 13.41723
H 5.77773 -2.54291 15.27958
H 7.15399 -0.93215 16.63429
H 8.51621 0.84498 14.71696
H 7.43548 0.06246 12.12985
H 5.99910 -2.20005 12.45189
N 5.93950 -9.21687 17.79522
C 6.01830 -10.59979 17.70695
C 4.73233 -11.23366 17.64889
C 3.66940 -10.13301 17.78200
C 4.48081 -8.83538 17.92700
H 6.72815 -8.66088 17.98347
H 7.01275 -11.12172 17.29096
H 4.61756 -12.25970 17.67878
H 2.64871 -10.16567 17.95932
H 4.29814 -7.84448 18.06714
*
```

Values from the calculation:
- energy relative to the best compared isomer or geometry (same formula, charge and spin) (kcal/mol) = 81.2

Atom charges from the Mulliken analysis, given in e for atoms 1 to 5: number 1, B, carries 1.40; number 2, H, carries -0.42; number 3, H, carries -0.21; number 4, H, carries -0.23; number 5, H, carries -0.41

Energy values (in Ha) by entry order: -3217.858440, -3672.272295, -2338.258905.